No. 1
Density functional theory data (ωB97M-V with the def2-TZVPD basis set) for a molecular structure, C32H65CuO31 at a distorted geometry.

```
129
Properties=species:S:1:pos:R:3:forces:R:3
Cu -0.084600 -1.040646 -1.213885 -1.22 -0.42 -0.24
C -4.339470 -2.387306 -2.501525 0.75 0.58 -0.40
C -2.973810 -2.537906 -1.873375 2.13 0.16 -0.69
O -2.222300 -1.364456 -1.735685 0.19 1.20 1.22
H -4.803890 -3.364776 -2.631765 -0.35 0.13 0.32
H -4.244930 -1.935386 -3.488915 -0.05 0.10 -0.13
H -4.860530 -1.672836 -1.864245 -0.62 -0.28 -0.02
H -2.250460 -3.068176 -2.492795 -0.66 -1.51 -0.57
H -3.135730 -3.143146 -0.981435 0.19 -0.01 0.76
C 3.918980 2.073984 -2.247165 0.09 0.27 -0.78
O 3.936140 2.721634 -0.990405 0.61 0.26 0.39
C 5.108630 3.286844 -0.678265 1.53 0.03 -1.07
O 6.149130 3.278644 -1.313955 -1.25 -0.54 0.14
O 4.968290 3.915114 0.453185 -1.15 -0.05 0.93
C 6.091020 4.346204 1.179685 0.25 1.10 0.57
H 4.033760 2.824704 -3.029045 -0.18 0.04 -0.13
H 2.934740 1.610584 -2.315365 0.27 -0.26 -0.07
H 4.778610 1.413554 -2.361055 -0.32 -0.36 0.19
H 6.588330 3.539054 1.717535 -0.13 -0.11 -0.17
H 5.636410 5.048944 1.877955 0.30 -0.16 0.29
H 6.816470 4.918134 0.601145 -0.09 -0.31 -0.35
C -0.753490 0.479624 -5.430305 1.30 -0.92 0.55
O -0.871210 1.736424 -4.794765 0.13 1.79 3.13
C -0.511280 1.926464 -3.432955 0.32 -0.97 -0.07
O -0.125990 1.089254 -2.617125 -0.61 0.86 -1.96
O -0.608060 3.232364 -3.107975 -0.48 -1.53 -2.22
C -0.221450 3.656784 -1.818165 0.11 0.20 0.18
H 0.210000 0.046874 -5.161005 0.09 -0.16 -0.04
H -0.714700 0.655974 -6.505245 -0.39 0.13 0.18
H -1.495680 -0.261176 -5.132855 -0.35 0.36 -0.02
H -0.146880 4.731594 -1.983445 0.01 -0.04 0.61
H 0.736260 3.236824 -1.510675 -0.02 -0.05 -0.17
H -0.982810 3.393754 -1.083835 -0.03 0.17 -0.05
C 1.276500 4.223384 5.689005 -0.32 0.05 -0.59
O 1.723750 3.643144 4.401015 -0.14 -0.28 2.63
C 1.439230 4.332274 3.307935 0.80 1.64 0.22
O 0.991220 5.463434 3.320955 -0.14 -1.31 -0.93
O 1.960140 3.605064 2.320105 0.80 -0.77 0.37
C 1.590960 3.733344 0.961875 -1.06 0.42 0.15
H 0.231230 3.947754 5.828775 -0.07 0.32 -0.23
H 1.423860 5.302844 5.722745 -0.22 -0.09 -0.42
H 1.782080 3.836474 6.573765 0.62 -0.61 -0.72
H 0.509140 3.625114 1.039695 -0.26 0.71 -0.98
H 1.928670 2.901674 0.343505 0.46 -0.06 0.73
H 1.993820 4.661834 0.557265 -0.49 0.09 -0.11
C -6.298980 4.743414 -0.097585 -1.73 0.26 0.46
O -6.249380 3.457084 -0.708515 2.38 -0.77 0.19
C -5.001540 3.024024 -1.115075 -0.99 0.82 -1.52
O -3.947310 3.581734 -1.004615 0.39 0.46 1.15
O -5.186240 1.982774 -1.886395 -1.99 -0.14 -0.82
C -4.112140 1.228174 -2.432865 0.70 -0.77 1.56
H -6.906490 5.320094 -0.795065 0.61 0.62 -0.06
H -5.401950 5.231784 0.283115 0.33 -0.45 -0.77
H -6.960990 4.656774 0.763995 0.07 -0.30 0.19
H -3.258710 1.781004 -2.825475 -0.31 0.40 0.16
H -4.465250 0.513554 -3.176325 -0.38 0.40 0.15
H -3.843870 0.675114 -1.532725 1.06 -0.60 -0.65
C -1.920290 1.030414 0.797505 0.06 0.11 -1.14
O -0.989440 1.132224 1.880355 -0.49 -0.32 0.47
C 0.257430 0.745494 1.691895 1.79 0.17 -0.47
O 0.860640 0.595004 0.634015 -1.09 -0.19 0.56
O 0.840900 0.623584 2.895975 0.68 0.28 0.45
C 2.294750 0.630214 3.060825 0.50 -0.52 -0.14
H -1.497460 1.519194 -0.080215 0.05 -0.25 -0.11
H -2.865570 1.536574 0.993335 0.45 0.29 0.78
H -2.180210 0.000104 0.554625 0.44 -0.20 -0.03
H 2.687890 1.457294 3.651985 -0.91 0.49 -0.30
H 2.871630 0.574164 2.137695 -0.57 0.21 -0.30
H 2.633130 -0.228226 3.641065 -0.72 -0.47 -0.05
C -2.625760 -2.470536 2.476135 -0.04 -0.62 -0.55
O -2.175070 -3.647686 1.706055 0.60 0.48 -0.24
C -1.035930 -3.598076 0.970865 0.33 1.13 1.97
O -0.241450 -2.654226 0.991285 -1.21 -1.67 -0.69
O -0.867990 -4.817826 0.431565 -2.29 0.90 1.38
C 0.185180 -5.032656 -0.395495 2.11 0.05 -2.19
H -3.260770 -1.869366 1.825405 0.27 0.07 0.04
H -1.834160 -1.872306 2.927355 0.22 -0.19 -0.40
H -3.245830 -2.872246 3.277535 0.10 -0.12 -0.17
H 1.109590 -5.219286 0.151075 0.09 0.19 0.04
H 0.307420 -4.216486 -1.107545 0.32 0.41 0.31
H 0.022930 -5.875546 -1.067295 -0.48 -0.38 0.52
C 1.301370 -3.158156 4.112855 0.37 -0.40 -0.40
O 2.206130 -2.970786 5.214345 1.51 0.90 0.81
C 3.564530 -2.995676 5.016855 -0.14 -2.05 -0.45
O 4.092880 -3.366646 3.989945 -0.40 0.84 0.52
O 4.234940 -2.784786 6.178335 -1.26 0.36 -0.02
C 5.625980 -3.036446 6.298815 1.64 0.08 -0.66
H 1.395930 -4.171966 3.723805 0.18 0.01 -0.07
H 1.462930 -2.448106 3.301785 0.10 0.05 0.14
H 0.281180 -3.055006 4.482535 0.30 0.22 0.31
H 5.924240 -4.035696 6.616065 -0.89 -0.30 0.04
H 6.116360 -2.370406 7.008755 -0.87 0.29 0.29
H 6.221310 -2.869176 5.401205 -0.62 0.06 -0.51
C 3.231430 -1.431046 -3.568865 0.39 -0.78 -0.98
O 3.809520 -1.512106 -2.257805 0.63 0.94 0.23
C 3.081600 -1.886336 -1.242285 -1.95 -1.36 0.47
O 1.867800 -2.133956 -1.316235 1.16 0.78 0.41
O 3.833340 -2.116106 -0.157135 0.93 1.35 -2.77
C 3.245580 -2.338646 1.062645 -1.72 -1.45 1.72
H 3.452920 -2.398976 -4.018495 -0.54 -0.12 -0.07
H 3.809200 -0.748796 -4.192415 0.12 0.35 0.60
H 2.175170 -1.182556 -3.672135 0.10 -0.14 0.66
H 4.019840 -2.477056 1.817265 -0.06 0.51 -0.19
H 2.686600 -3.274376 1.055915 0.06 -0.36 -0.18
H 2.449930 -1.641786 1.326145 0.43 0.61 -0.07
C -5.450620 -0.055746 1.122485 -0.04 -0.28 0.63
O -5.923520 0.766824 2.205715 -0.65 -0.03 -1.56
C -5.273170 0.800114 3.333405 2.45 -1.39 0.47
O -4.267840 0.148874 3.632935 -1.53 0.86 -0.47
O -5.879920 1.687644 4.070895 -0.31 1.42 1.94
C -5.373870 1.928704 5.414385 -0.02 -0.55 -0.03
H -5.457850 -1.091146 1.463045 0.08 -0.05 -0.17
H -4.436110 0.227154 0.841685 -0.21 -0.04 -0.08
H -6.165560 0.073124 0.309865 0.21 0.13 0.11
H -5.619090 1.071924 6.041995 0.14 -0.10 -0.09
H -5.872980 2.790984 5.856495 -0.15 0.02 -0.60
H -4.296080 2.090424 5.432415 -0.08 -0.10 -0.27
C 0.173980 -4.263516 -4.311055 -0.37 0.29 -0.02
O 0.725160 -4.393996 -5.622625 -0.58 -0.87 0.57
C 1.216240 -3.408726 -6.335235 -0.11 3.52 2.22
O 1.440550 -2.228736 -5.963565 -0.44 -3.13 -1.02
O 1.356350 -3.909256 -7.517405 0.50 -1.71 0.30
C 1.913070 -3.228076 -8.550065 -0.08 1.68 -3.02
H 0.994100 -4.159066 -3.600705 -0.35 0.15 0.18
H -0.442880 -5.144036 -4.131365 0.65 -0.42 -0.08
H -0.595070 -3.493776 -4.246575 0.57 0.69 -0.04
H 2.502360 -3.856196 -9.218125 0.19 -0.43 0.59
H 2.476610 -2.315066 -8.357875 -0.09 -0.17 0.69
H 1.056620 -2.962976 -9.169995 0.08 0.51 -0.32
```
Forces are in eV/Å.

Summary:
E = -5231.10967 hartree
LUMO level = 0.48 eV
ΔE to the lowest compared entry with this formula, charge and spin = 65.6 kJ/mol
highest occupied orbital energy = -7.00 eV
net charge = 0
multiplicity = 1

No. 2
Density functional theory data (ωB97M-V with the def2-TZVPD basis set) for 9 unconnected molecules or ions with the total composition C32H66NO17S7 at a distorted geometry.

```
123
Properties=species:S:1:pos:R:3:forces:R:3
N -0.176049 0.140130 -0.088407 5.15 -0.35 1.78
H -1.017049 0.543130 -0.074407 -4.01 2.72 0.21
H -0.033049 -0.387870 0.761593 -0.03 0.25 1.18
H 0.659951 0.794130 -0.206407 -1.40 -1.05 -0.18
H -0.264049 -0.602870 -0.696407 0.39 -1.71 -2.92
C -5.796049 -3.149870 -1.789407 2.07 -1.68 2.22
C -4.283049 -3.156870 -1.544407 -0.58 -3.00 -0.58
C -3.453049 -3.961870 -2.710407 -0.13 1.04 5.19
O -2.508049 -2.964870 -2.974407 2.32 -1.20 -2.30
C -2.742049 -1.791870 -2.452407 0.41 1.07 0.28
O -2.084049 -0.787870 -2.642407 -0.67 -1.05 0.27
O -3.785049 -1.907870 -1.659407 0.23 4.33 -0.06
H -5.898049 -2.929870 -2.832407 -0.96 1.04 -0.21
H -6.090049 -2.562870 -0.882407 -1.09 -0.06 -1.62
H -6.065049 -4.222870 -1.663407 -0.34 0.74 0.09
H -4.018049 -3.345870 -0.477407 -0.26 -1.36 -0.88
H -3.943049 -4.295870 -3.547407 -1.59 -0.07 -2.16
H -3.051049 -4.847870 -2.227407 0.78 0.15 -0.02
C 4.064951 0.721130 4.081593 -2.87 1.02 4.60
C 2.901951 1.845130 4.131593 2.07 -0.11 3.08
C 1.583951 1.272130 3.872593 0.65 -2.81 -1.82
S 1.639951 -0.366870 4.522593 1.15 1.01 0.63
O 1.571951 -1.293870 3.447593 -0.60 -1.59 -0.86
O 0.765951 -0.354870 5.672593 -0.39 -0.85 -0.02
C 3.313951 -0.266870 5.089593 2.02 -1.93 -1.88
H 5.096951 1.024130 4.377593 -1.11 -0.16 -0.29
H 3.893951 0.560130 3.101593 0.67 -2.03 -3.36
H 3.105951 2.413130 3.345593 0.94 3.09 -3.23
H 2.952951 2.487130 5.010593 -0.05 -0.19 0.20
H 1.373951 1.159130 2.805593 0.04 0.11 0.33
H 0.737951 1.502130 4.388593 -2.22 2.16 1.30
H 3.726951 -1.315870 5.243593 -0.51 1.33 -0.28
H 3.204951 0.227130 6.002593 0.25 0.68 1.69
C 0.303951 2.744130 -5.085407 -1.05 3.61 0.63
C 0.212951 4.286130 -4.722407 0.32 0.88 -0.17
C -0.257049 4.503130 -3.287407 3.96 -4.30 0.33
S -1.312049 3.104130 -2.979407 5.03 -1.86 0.04
O -2.609049 3.584130 -2.971407 -4.31 0.97 0.42
O -0.742049 2.305130 -1.907407 -0.50 0.24 0.31
C -0.956049 2.220130 -4.494407 -2.71 -0.84 -1.25
H 1.082951 2.444130 -4.429407 1.30 -1.05 -0.30
H 0.409951 2.745130 -6.176407 0.30 -0.87 0.50
H -0.585049 4.796130 -5.321407 1.31 -0.26 -0.24
H 1.241951 4.739130 -4.685407 -1.16 -0.04 -1.18
H -0.819049 5.311130 -3.158407 -2.03 3.59 0.67
H 0.681951 4.444130 -2.632407 -1.66 0.17 -0.44
H -1.934049 2.411130 -5.080407 1.73 -0.36 0.42
H -0.868049 1.156130 -4.292407 -0.40 -0.09 0.36
C 1.192951 -5.058870 2.050593 2.89 -0.37 0.95
C 0.288951 -4.480870 3.155593 -0.41 -0.09 -1.84
C -1.089049 -4.602870 2.462593 -1.71 2.27 4.59
S -0.845049 -4.107870 0.840593 -5.04 -3.92 1.23
O -1.179049 -2.754870 0.866593 -0.17 4.87 -1.21
O -1.751049 -4.993870 0.122593 1.04 0.34 -1.35
C 0.779951 -4.402870 0.682593 3.62 1.74 2.82
H 0.987951 -6.073870 2.113593 -0.87 -2.24 -0.87
H 2.370951 -5.202870 2.320593 -2.58 1.47 -0.94
H 0.608951 -3.506870 3.321593 0.08 2.09 0.45
H 0.280951 -4.981870 4.091593 0.30 -0.77 0.62
H -2.011049 -3.862870 2.972593 2.97 -1.99 -1.66
H -1.425049 -5.596870 2.681593 -0.23 -0.70 -0.86
H 1.325951 -3.437870 0.592593 -0.59 -0.25 0.32
H 0.988951 -4.809870 -0.220407 0.65 -2.16 -2.51
C 1.587951 -2.935870 -5.736407 -0.07 7.02 4.85
C 2.905951 -3.135870 -5.079407 -4.54 0.17 3.55
C 2.994951 -2.212870 -3.932407 -2.83 -5.33 3.39
S 1.397951 -2.134870 -3.125407 0.52 -2.54 -3.76
O 1.030951 -0.842870 -2.734407 -0.61 2.99 1.27
O 1.344951 -3.233870 -2.225407 0.14 -0.75 1.58
C 0.510951 -2.674870 -4.594407 1.75 -2.54 0.08
H 1.444951 -3.713870 -6.237407 -2.07 -6.22 -4.67
H 1.661951 -2.030870 -6.311407 -0.35 0.26 -0.75
H 3.692951 -3.036870 -5.616407 5.00 0.73 -4.08
H 2.890951 -4.083870 -4.720407 0.22 -3.17 1.11
H 3.396951 -1.442870 -4.278407 2.83 7.53 -2.25
H 3.558951 -2.597870 -3.133407 1.30 -0.51 0.93
H -0.202049 -1.972870 -4.766407 -1.89 2.33 -1.03
H -0.072049 -3.556870 -4.287407 0.54 0.03 -0.15
C 3.834951 1.795130 -2.698407 -4.55 0.87 1.94
C 4.193951 3.073130 -1.832407 1.06 -0.35 -2.40
C 3.923951 2.767130 -0.353407 -2.18 0.88 -1.27
S 4.058951 1.033130 -0.186407 1.39 -3.57 -0.35
O 2.840951 0.403130 0.279593 -0.49 0.78 0.74
O 5.323951 0.626130 0.417593 -1.11 1.00 -0.02
C 4.139951 0.531130 -1.915407 -0.47 0.45 0.09
H 3.912951 1.530130 -3.709407 1.60 0.96 -1.80
H 2.657951 2.033130 -2.782407 1.79 -1.44 0.71
H 3.649951 3.947130 -2.208407 -0.25 -0.30 0.33
H 5.216951 3.338130 -2.086407 0.46 -0.03 0.80
H 2.854951 3.047130 -0.080407 1.36 -0.40 -0.16
H 4.627951 3.285130 0.235593 0.68 0.32 1.05
H 3.455951 -0.298870 -2.122407 -0.26 0.52 0.49
H 5.110951 0.098130 -2.094407 0.69 0.41 -0.04
C -1.731049 4.454130 0.424593 -3.22 1.72 0.01
C -2.091049 3.509130 1.597593 -2.96 5.76 1.64
C -1.118049 3.751130 2.711593 0.17 3.11 0.73
S 0.397951 3.825130 1.899593 2.42 2.09 0.19
O 0.763951 2.566130 1.315593 0.53 -1.32 0.34
O 1.380951 4.724130 2.514593 -0.68 -1.86 0.12
C -0.235049 4.667130 0.615593 -1.98 3.06 -3.68
H -2.451049 5.485130 0.483593 2.46 -2.44 0.36
H -2.176049 4.074130 -0.540407 1.33 -0.01 0.95
H -2.153049 2.564130 1.348593 0.22 -4.94 -1.35
H -3.152049 3.768130 1.943593 1.38 -0.35 -0.27
H -1.036049 3.046130 3.418593 -0.07 -3.19 2.45
H -1.108049 4.702130 3.378593 -0.63 -1.04 -1.69
H 0.279951 4.524130 -0.284407 1.02 -1.55 -1.35
H 0.016951 5.702130 0.616593 -0.17 1.16 1.24
C -4.127049 0.060130 5.337593 1.99 -3.29 -0.98
C -4.875049 0.019130 4.014593 0.13 0.74 -1.54
C -3.917049 -0.590870 2.965593 -0.69 3.11 -2.11
S -2.280049 -0.603870 3.528593 -1.82 1.35 4.55
O -1.339049 0.117130 2.773593 2.07 0.93 -2.65
O -2.035049 -1.899870 4.071593 0.47 -1.04 -0.42
C -2.655049 0.423130 4.981593 1.28 -3.65 1.03
H -4.295049 -0.881870 6.021593 0.62 1.76 -1.63
H -4.391049 0.869130 5.825593 -2.00 3.69 2.96
H -5.391049 0.958130 3.582593 1.85 -0.53 0.96
H -5.781049 -0.484870 4.083593 -1.32 -1.93 0.36
H -3.952049 -0.005870 2.021593 0.22 0.29 0.61
H -4.004049 -1.504870 2.529593 -1.19 -3.28 -0.36
H -2.439049 1.444130 4.863593 -0.19 1.44 -0.58
H -1.823049 0.024130 5.653593 -1.31 0.51 -0.30
```
Forces are in eV/Å.

Summary:
E = -5379.37430 hartree
LUMO level = -1.69 eV
ΔE to the lowest compared entry with this formula, charge and spin = 47.9 kJ/mol
highest occupied orbital energy = -11.63 eV
net charge = +1
multiplicity = 1